# 1
Computed, not measured: the ion C4H8N3 with charge +1 in a non-equilibrium geometry, with wB97M-V/def2-TZVPD.

Geometry as XYZ:
```
15
Properties=species:S:1:pos:R:3:mulliken_charge:R:1
C -0.778 1.306 -0.147 -0.511
C 0.681 1.275 -0.140 -0.059
C -1.727 0.303 0.125 -0.160
C -0.659 -1.722 -0.153 -0.271
N -1.667 -1.009 0.071 -0.022
N 2.566 0.015 0.245 -0.606
N 1.233 0.164 0.266 -0.036
H -1.174 2.243 -0.223 0.401
H 1.307 2.064 -0.533 0.415
H -2.789 0.659 0.325 0.287
H -2.615 -1.399 0.197 0.327
H -0.768 -2.703 -0.438 0.357
H 0.300 -1.077 -0.228 0.373
H 2.909 -0.808 0.853 0.266
H 3.183 0.689 -0.221 0.239
```

As for the gap between HOMO and LUMO (spin up / spin down): 0.274 / 0.274 Ha. The highest occupied orbital energy (spin up / spin down) comes out at -12.7 / -12.7 eV. The SMILES is C=[NH+]/C=C\C=N\N. Its net charge is +1. The calculation puts the relative energy (zero: lowest compared OMol25 entry of this formula, charge and spin) at 114.19 kcal per mole.

---

# 2
Computed, not measured: a structure of composition C4H8N3O in a non-equilibrium geometry, with wB97M-V/def2-TZVPD.

Geometry as XYZ:
```
16
Properties=species:S:1:pos:R:3:mulliken_charge:R:1
C 0.460 -1.677 1.142 -0.158
C 0.381 0.128 -0.056 0.415
C -2.593 -0.729 -0.936 -0.332
C 1.622 2.104 -0.118 -0.752
N -0.750 -1.655 0.619 -0.611
N -0.864 -0.543 -0.143 0.275
N 1.179 -0.651 0.743 -0.069
O 0.516 1.318 -0.527 -0.291
H 0.613 -2.350 1.920 0.433
H -2.738 0.235 -1.388 0.276
H -3.141 -1.096 -0.160 0.283
H -2.479 -1.493 -1.731 0.285
H 1.617 2.147 0.965 0.386
H 1.415 3.192 -0.557 0.243
H 2.571 1.776 -0.584 0.328
H 2.194 -0.707 0.812 0.289
```

As for the gap between HOMO and LUMO: 0.365 Ha. The highest occupied orbital energy comes out at -13.8 eV. Its net charge is +1. The calculation puts the relative energy (zero: lowest compared OMol25 entry of this formula, charge and spin) at 103.92 kcal per mole.

---

# 3
Computed, not measured: the ion C4H8N3O5 with charge +1 in a non-equilibrium geometry, with wB97M-V/def2-TZVPD.

Geometry as XYZ:
```
20
Properties=species:S:1:pos:R:3:mulliken_charge:R:1
C -0.941 0.371 0.269 0.428
C -1.653 0.109 -1.041 -0.151
C 0.849 -1.045 2.138 -1.067
C 1.398 -0.011 1.161 -0.363
N -0.515 -0.589 -1.768 0.662
N 0.627 -0.558 -1.150 0.548
N 0.477 0.263 0.000 0.293
O -0.690 -1.417 -2.677 -0.547
O 1.620 -1.198 -1.397 -0.601
O -1.286 0.735 1.305 -0.357
O -1.895 1.289 -1.593 -0.535
O 0.990 1.795 -0.504 -0.383
H -2.541 -0.527 -0.948 0.492
H 1.566 -1.204 2.912 0.414
H -0.160 -0.548 2.601 0.321
H 0.652 -2.073 1.658 0.283
H 2.403 -0.065 0.713 0.470
H 1.327 0.958 1.712 0.318
H -2.626 1.376 -2.333 0.411
H 0.398 2.340 -1.058 0.363
```

As for the gap between HOMO and LUMO (spin up / spin down): 0.286 / 0.265 Ha. The highest occupied orbital energy (spin up / spin down) comes out at -14.3 / -14.0 eV. The SMILES is CC[N@+]1(O)C(=O)[C@@H](O)[N+](=O)N1[O-]. Its net charge is +1. The calculation puts the relative energy (zero: lowest compared OMol25 entry of this formula, charge and spin) at 100.42 kcal per mole.

---

# 4
Computed, not measured: the ion C4H8N3O5S with charge -1 in a non-equilibrium geometry, with wB97M-V/def2-TZVPD.

Geometry as XYZ:
```
21
Properties=species:S:1:pos:R:3:mulliken_charge:R:1
C -0.475 0.938 1.112 0.651
C 0.955 -0.060 -1.520 0.487
C 2.611 -0.268 0.342 -1.046
C 0.165 -0.458 0.800 -1.554
N 1.939 -0.006 -2.302 -0.803
N 1.237 -0.236 -0.163 0.187
N -1.732 1.014 0.494 -0.254
O -0.329 0.088 -1.837 -0.546
O -2.601 -1.184 1.603 -0.624
O 0.057 1.853 1.717 -0.670
O -4.077 0.372 0.296 -0.703
O -2.412 -1.078 -0.835 -0.674
S -2.822 -0.391 0.397 1.184
H 3.161 0.557 -0.254 0.327
H 2.706 0.048 1.396 0.364
H 3.204 -1.179 0.333 0.307
H -0.618 -1.109 0.370 1.089
H 0.588 -0.771 1.727 0.459
H 1.513 0.175 -3.150 0.258
H -0.812 -0.287 -1.085 0.284
H -2.258 1.981 0.559 0.277
```

As for the gap between HOMO and LUMO: 0.330 Ha. The highest occupied orbital energy comes out at -5.4 eV. The SMILES is [H]/N=C(\O)N(C)CC(=O)NS(=O)(=O)[O-]. Its net charge is -1. The calculation puts the relative energy (zero: lowest compared OMol25 entry of this formula, charge and spin) at 0.00 kcal per mole.

---

# 5
Computed, not measured: an isolated molecule of C4H8N3OPS in a non-equilibrium geometry, with wB97M-V/def2-TZVPD.

Geometry as XYZ:
```
18
Properties=species:S:1:pos:R:3:mulliken_charge:R:1
C -2.661 -0.522 0.409 -0.487
C -2.918 0.794 0.291 -0.318
C -0.611 0.211 -0.655 -0.210
C -1.459 -0.961 -0.124 0.581
N 2.743 -0.718 -0.511 -0.433
N 2.571 1.397 0.857 -0.652
N -1.015 -2.135 -0.175 -0.755
O 0.511 0.301 0.165 -0.236
P 1.963 0.741 -0.595 0.175
S -1.668 1.730 -0.577 -0.237
H -3.502 -1.168 0.989 0.232
H -3.680 1.408 0.740 0.408
H -0.250 0.014 -1.631 0.593
H 2.594 -1.274 0.359 0.269
H 2.928 -1.267 -1.255 0.209
H 1.892 1.232 1.626 0.330
H 2.593 2.372 0.731 0.273
H -0.031 -2.154 -0.644 0.256
```

As for the gap between HOMO and LUMO: 0.329 Ha. The highest occupied orbital energy comes out at -8.6 eV. The SMILES is [H]/N=C1/C=CS[C@H]1OP(N)N. Its net charge is 0. The calculation puts the relative energy (zero: lowest compared OMol25 entry of this formula, charge and spin) at 27.38 kcal per mole.

---

# 6
Computed, not measured: the ion C4H8N3OS2 with charge +1 in a non-equilibrium geometry, with wB97M-V/def2-TZVPD.

Geometry as XYZ:
```
18
Properties=species:S:1:pos:R:3:mulliken_charge:R:1
C 0.009 1.305 -0.337 0.506
C -1.756 -0.384 -0.055 0.866
C -0.819 0.285 -0.967 -1.499
C 2.140 -0.115 0.029 0.493
N 1.447 1.052 -0.060 -0.242
N -1.571 -1.640 0.008 -0.616
N -2.586 0.326 0.821 -0.428
O -0.384 2.384 -0.066 -0.461
S 3.863 0.220 0.067 -0.064
S 1.227 -1.527 -0.092 0.095
H -1.453 0.890 -1.604 0.334
H -0.440 -0.451 -1.505 0.744
H 1.700 1.911 0.351 0.303
H -2.084 -2.129 0.707 0.178
H -2.541 1.296 0.693 0.195
H -3.239 -0.215 1.345 0.214
H 4.286 -0.877 0.741 0.215
H 2.201 -2.332 -0.079 0.168
```

As for the gap between HOMO and LUMO: 0.277 Ha. The highest occupied orbital energy comes out at -12.9 eV. Its net charge is +1. The calculation puts the relative energy (zero: lowest compared OMol25 entry of this formula, charge and spin) at 0.00 kcal per mole.

---

# 7
Computed, not measured: a structure of composition C4H8N3S in a non-equilibrium geometry, with wB97M-V/def2-TZVPD.

Geometry as XYZ:
```
16
Properties=species:S:1:pos:R:3:mulliken_charge:R:1
C -1.131 0.290 -0.276 0.262
C 0.039 0.787 -0.712 -0.119
C -2.365 1.112 0.006 -0.734
C -1.740 -1.024 -0.102 -0.580
N 1.779 -0.224 -2.113 -0.276
N 3.326 -0.376 1.102 -0.660
N 1.010 0.177 -1.394 0.629
S -3.386 -0.403 0.140 -0.062
H 0.256 1.906 -0.393 0.344
H -2.409 1.603 0.922 0.374
H -2.660 1.749 -0.785 0.409
H -1.455 -1.695 -0.898 0.396
H -1.243 -1.617 0.720 0.344
H 3.871 -1.045 0.608 0.235
H 3.742 -0.434 2.004 0.244
H 2.367 -0.808 1.172 0.194
```

As for the gap between HOMO and LUMO: 0.258 Ha. The highest occupied orbital energy comes out at -13.1 eV. Its net charge is +1. The calculation puts the relative energy (zero: lowest compared OMol25 entry of this formula, charge and spin) at 102.34 kcal per mole.

---

# 8
Computed, not measured: an isolated molecule of C4H8N4, with wB97M-V/def2-TZVPD.

Geometry as XYZ:
```
16
Properties=species:S:1:pos:R:3:mulliken_charge:R:1
C 0.771 -2.340 -0.353 -0.967
N 0.344 0.337 0.690 -0.130
C -0.660 0.866 0.042 0.623
C 0.388 -1.152 -1.077 0.652
N 1.040 1.123 1.629 -0.674
N -1.217 2.110 0.337 -0.530
C -0.213 -0.397 -1.934 -0.551
N -1.120 0.268 -1.090 -0.634
H 0.760 2.100 1.641 0.254
H 0.946 0.721 2.553 0.224
H -1.391 2.283 1.320 0.229
H -1.987 2.346 -0.272 0.247
H -0.203 -0.288 -3.013 0.361
H 1.592 -2.144 0.338 0.269
H 1.036 -3.147 -1.048 0.361
H -0.086 -2.684 0.236 0.267
```

As for the gap between HOMO and LUMO (spin up / spin down): 0.290 / 0.290 Ha. The highest occupied orbital energy (spin up / spin down) comes out at -7.6 / -7.6 eV. Its net charge is 0. The calculation puts the relative energy (zero: lowest compared OMol25 entry of this formula, charge and spin) at 116.32 kcal per mole.